Entry 1:
Computed, not measured: an isolated molecule of C35H36N2O5, with the ωB97M-V functional and the def2-TZVPD basis.

```
78
Properties=species:S:1:pos:R:3:lowdin_charge:R:1
C 2.7388 7.2314 1.7315 -0.0692
O 2.0899 6.3286 2.6487 -0.0942
C 1.5004 5.2011 2.1631 -0.2699
C 1.1009 4.2133 3.1028 0.0018
C 0.7443 2.9445 2.6662 -0.0314
C 0.6920 2.6638 1.2881 -0.2344
C 0.4760 1.2817 0.7808 -0.0558
C -0.8182 0.6579 0.1206 -0.1034
C -0.3025 -0.7900 -0.8139 -0.0378
C -1.0307 -2.0708 -1.0852 -0.0423
C -2.3564 -2.1069 -1.5695 -0.2091
C -3.2144 -0.9834 -1.9436 0.0094
N -2.7626 -3.3963 -1.7512 -0.0597
C -4.0513 -3.7915 -2.3108 -0.0109
C -1.7264 -4.2696 -1.4462 -0.1532
C -1.7045 -5.6512 -1.6732 -0.0262
C -0.4627 -6.3028 -1.5842 -0.1010
C 0.6777 -5.5514 -1.2824 -0.0897
C 0.6248 -4.1595 -1.1100 -0.0256
C -0.5781 -3.4674 -1.1428 -0.0892
C 1.1499 -1.0424 -0.5732 -0.1351
C 2.2499 -0.4830 -1.2781 -0.2167
C 2.2253 0.3539 -2.4911 -0.0032
N 3.3991 -0.8926 -0.6621 -0.0503
C 4.7352 -0.5689 -1.1292 -0.0061
C 3.0983 -1.6882 0.4437 -0.1630
C 3.9549 -2.3672 1.2990 -0.0224
C 3.3588 -3.1267 2.3188 -0.0919
C 1.9597 -3.1772 2.4534 -0.0797
C 1.1189 -2.4969 1.5744 -0.0221
C 1.6842 -1.7525 0.5466 -0.1623
C -1.4684 1.7391 -0.7383 -0.4017
O -0.8298 2.2089 -1.6687 0.1120
O -2.7943 2.0475 -0.6256 0.0704
C -3.3828 1.9854 0.6775 -0.5228
C -2.8858 3.1922 1.4729 0.0405
C -4.8945 1.9823 0.4998 0.0231
O -3.0245 0.7176 1.2857 0.0768
C -1.7661 0.1696 1.1835 -0.3719
O -1.4936 -0.7470 1.9502 0.1190
C 0.9720 3.6756 0.3609 -0.0260
C 1.3854 4.9339 0.7830 -0.0100
H 3.1295 8.0265 2.3613 0.0892
H 3.5583 6.7645 1.1717 0.0962
H 2.0233 7.6450 1.0170 0.0867
H 1.1921 4.4564 4.1619 0.1170
H 0.5180 2.1526 3.3853 0.1252
H 1.1904 1.1877 -0.0456 0.1132
H 0.7085 0.5476 1.5530 0.1302
H -0.4387 -0.0583 -1.6524 0.1169
H -2.6213 -0.0782 -2.0984 0.0789
H -3.8014 -1.1644 -2.8586 0.0943
H -3.9049 -0.7455 -1.1210 0.0923
H -4.1434 -4.8831 -2.2434 0.0777
H -4.8475 -3.3787 -1.6862 0.0934
H -4.2024 -3.4473 -3.3520 0.0992
H -2.6063 -6.2118 -1.9401 0.0958
H -0.3903 -7.3833 -1.7394 0.0986
H 1.6437 -6.0565 -1.2162 0.0994
H 1.5574 -3.6245 -1.0105 0.1025
H 1.1967 0.6755 -2.6928 0.0785
H 2.8567 1.2341 -2.3136 0.0875
H 2.6430 -0.1520 -3.3774 0.0952
H 5.4502 -0.9487 -0.3944 0.0803
H 4.9217 -0.9452 -2.1457 0.0998
H 4.8378 0.5159 -1.1504 0.0892
H 5.0347 -2.2546 1.1928 0.0968
H 4.0022 -3.6912 3.0018 0.0984
H 1.5428 -3.7897 3.2590 0.1029
H 0.0446 -2.5146 1.6878 0.1036
H -1.7993 3.1201 1.6391 0.0795
H -3.1248 4.1330 0.9347 0.1149
H -3.3962 3.1768 2.4465 0.1020
H -5.2016 1.0416 0.0319 0.0870
H -5.3394 2.0451 1.4975 0.0977
H -5.2193 2.8285 -0.1190 0.1032
H 0.9014 3.4572 -0.7052 0.1111
H 1.6951 5.6744 0.0492 0.1012
```

Results
Largest force on an atom   3.19 eV/A
Orbital gap   7.885 eV
Multiplicity   1
HOMO level   -0.267 Eh
Total energy   -50096.4622 eV
Total charge   0
Structure (SMILES)   COc1ccc(CC2(C(c3c(C)n(C)c4ccccc34)c3c(C)n(C)c4ccccc34)C(=O)OC(C)(C)OC2=O)cc1
LUMO level   0.62 eV

---

Entry 2:
Computed, not measured: a structure of composition C35H36N5O3PdTe, with the ωB97M-V functional and the def2-TZVPD basis.

```
81
Properties=species:S:1:pos:R:3:lowdin_charge:R:1
Pd 1.4021 -1.5418 0.8903 1.0113
C 2.9335 -2.4406 -3.0563 -0.0673
C 4.3175 -2.3509 -2.8278 -0.0707
C 4.7708 -2.0032 -1.5819 -0.0229
C 3.8545 -1.7372 -0.5492 -0.2215
N 2.4980 -1.8574 -0.7907 -0.0239
C 2.0754 -2.1988 -2.0102 -0.1235
C 4.2106 -1.2877 0.7636 -0.2313
C 5.4866 -1.0204 1.2753 -0.0055
C 5.5989 -0.4715 2.5378 -0.0668
C 4.4568 -0.2048 3.3153 -0.0194
C 3.2154 -0.5270 2.8049 -0.2225
N 3.1281 -1.0417 1.5611 -0.0533
C 1.9323 -0.4355 3.4928 -0.1804
C 1.7817 0.0577 4.7895 0.0013
C 0.5667 -0.0445 5.4275 -0.0421
C -0.4979 -0.6476 4.7619 -0.0341
C -0.3050 -1.0637 3.4633 -0.1686
N 0.8553 -0.9385 2.8226 -0.0230
H 2.5446 -2.7034 -4.0285 0.0999
H 5.0180 -2.5427 -3.6293 0.1049
H 5.8302 -1.9344 -1.3783 0.1049
H 1.0012 -2.2669 -2.1342 0.1111
H 6.3688 -1.2398 0.6917 0.1078
H 6.5781 -0.2413 2.9349 0.1022
H 4.5507 0.2260 4.3012 0.1003
H 2.6303 0.5050 5.2864 0.1111
H 0.4436 0.3205 6.4381 0.1134
H -1.4537 -0.7883 5.2440 0.1125
H -1.1095 -1.5277 2.9068 0.0878
O 2.7343 -4.2906 1.0992 0.0538
N 2.2892 -4.3777 2.2069 -0.1509
O 1.5480 -3.6016 2.7547 0.0310
C -0.5967 -4.2626 -0.1905 -0.0231
C -1.2160 -2.8815 -0.0550 -0.7354
O -2.4439 -2.7486 -0.2321 -0.0995
N -0.3992 -1.8648 0.2041 -0.3617
Te -1.4139 0.0519 0.4567 1.6878
C -3.1286 1.5373 0.2098 -0.2939
C -4.4535 1.1107 0.1462 -0.3120
C -4.8537 -0.3387 0.0161 -0.0725
C -5.4766 2.0605 0.2083 -0.0228
C -5.2109 3.4087 0.3721 -0.2743
C -6.3237 4.4157 0.4824 -0.0547
C -3.8815 3.8101 0.4594 -0.0249
C -2.8382 2.8978 0.3813 -0.3012
C -1.4179 3.3939 0.4848 -0.0748
C -0.5325 0.6208 -1.4074 -0.3342
C 0.7301 1.2213 -1.4602 -0.3178
C 1.5578 1.5875 -0.2526 -0.0944
C 1.2677 1.5593 -2.7028 -0.0227
C 0.5927 1.3134 -3.8836 -0.2699
C 1.1712 1.6979 -5.2173 -0.0502
C -0.6546 0.7029 -3.8113 -0.0161
C -1.2294 0.3492 -2.5994 -0.2781
C -2.5822 -0.3052 -2.6047 -0.0534
H -0.7722 -4.6162 -1.2064 0.0816
H -1.0958 -4.9407 0.5006 0.0804
H 0.4711 -4.2399 0.0074 0.0275
H -3.9977 -1.0070 0.0762 0.0099
H -5.3571 -0.5093 -0.9379 0.0876
H -5.5561 -0.6040 0.8085 0.0831
H -6.5047 1.7204 0.1323 0.1167
H -7.2939 3.9411 0.3435 0.0710
H -6.2142 5.2043 -0.2635 0.0784
H -6.3084 4.8871 1.4668 0.0796
H -3.6504 4.8627 0.5925 0.1150
H -1.3954 4.4694 0.6592 0.0763
H -0.8709 3.1798 -0.4353 0.0692
H -0.8964 2.9001 1.3078 0.0579
H 1.0931 1.2640 0.6762 0.0040
H 1.6834 2.6727 -0.2087 0.0868
H 2.5569 1.1542 -0.3277 0.0711
H 2.2381 2.0443 -2.7400 0.1200
H 2.1836 2.0865 -5.1168 0.0723
H 0.5564 2.4638 -5.6934 0.0817
H 1.1965 0.8354 -5.8852 0.0790
H -1.1965 0.5050 -4.7303 0.1189
H -2.8285 -0.6698 -3.6017 0.0827
H -3.3429 0.4184 -2.3058 0.0782
H -2.6195 -1.1420 -1.9059 0.0453
```

Results
Largest force on an atom   1.56 eV/A
Orbital gap (alpha / beta)   4.741 / 5.472 eV
Multiplicity   4
HOMO level (alpha / beta)   -0.198 / -0.281 Eh
Total energy   -61240.8257 eV
Total charge   0
LUMO level (alpha / beta)   -0.66 / -2.18 eV

---

The following energy relative to the best compared isomer or geometry (same formula, charge and spin) values (in kcal/mol) correspond, in order, to the records above: 4.1 21.4.